Entry 1:
Molecular formula: C2H12N2O2
Method: DFT, wB97M-V/def2-TZVPD

XYZ file:
```
18
Properties=species:S:1:pos:R:3:mulliken_charge:R:1
C -0.6402 0.4502 2.2201 -0.831
N 0.4365 0.0922 1.2695 -0.402
C 0.3548 0.8606 0.0096 -0.635
N -0.1508 0.2071 -1.1752 -0.480
H -0.7156 1.5214 2.3960 0.313
H -1.5482 0.0942 1.7333 0.281
H -0.4840 -0.1099 3.1382 0.332
H 1.3413 0.2418 1.6991 0.253
H 1.3840 1.2011 -0.1236 0.382
H -0.2723 1.7270 0.2222 0.339
H 0.5411 -0.2380 -1.7633 0.232
H -0.8033 -0.5117 -0.8661 0.241
H -3.2515 -0.5556 -2.1595 0.300
H -2.4079 0.6969 -2.3958 0.333
O -3.2787 0.3866 -2.1093 -0.653
H 3.0016 -1.2693 -0.4338 0.330
H 2.9793 -2.7978 -0.8595 0.325
O 3.5141 -1.9967 -0.8020 -0.661
```

Computed properties:
SMILES ... CNCN.O.O
E_HOMO ... -0.344 Ha
Spin multiplicity ... 1
Net charge ... 0
Relative energy (zero: lowest compared OMol25 entry of this formula, charge and spin) ... 1.015 eV

Entry 2:
Molecular formula: C47H41I2NO4P3Re
Method: DFT, wB97M-V/def2-TZVPD

XYZ file:
```
99
Properties=species:S:1:pos:R:3:mulliken_spin:R:1
Re 0.2834 -0.1790 1.4185 1.999
I 0.1490 0.4642 4.1181 0.001
C 2.2970 0.4488 4.1652 -0.012
I 2.9409 0.2080 2.1343 -0.008
H 2.6366 -0.3982 4.7524 0.000
H 2.6688 1.3887 4.5597 0.004
O 0.5839 -0.0080 -0.7204 0.043
P 1.6022 0.7115 -1.6140 0.008
C 1.9738 2.3817 -0.9658 -0.003
P 0.5862 2.9944 0.0707 -0.005
O 0.3459 2.0599 1.2382 0.002
C -0.8338 3.0442 -1.0255 0.222
C -0.9693 4.0583 -1.9319 0.041
C -2.0587 4.1089 -2.8171 0.314
C -3.0330 3.0902 -2.7897 -0.055
C -2.9436 2.0616 -1.9110 0.290
C -1.8309 1.9498 -0.9307 0.075
C 0.9708 4.6541 0.6039 0.019
C 0.1626 5.1839 1.6119 0.006
C 0.3453 6.4942 2.0173 0.001
C 1.3266 7.2761 1.4193 0.000
C 2.1375 6.7437 0.4263 0.001
C 1.9628 5.4329 0.0111 0.003
C 0.8871 0.8955 -3.2422 -0.036
C 1.6445 1.5280 -4.2301 -0.004
C 1.1301 1.6563 -5.5083 0.002
C -0.1371 1.1634 -5.7992 0.003
C -0.8851 0.5271 -4.8178 -0.007
C -0.3710 0.3784 -3.5391 0.034
C 3.1165 -0.2502 -1.7257 -0.002
C 3.0287 -1.3930 -2.5248 0.000
C 4.0967 -2.2721 -2.5922 0.000
C 5.2493 -2.0188 -1.8581 0.000
C 5.3435 -0.8779 -1.0729 0.000
C 4.2816 0.0136 -1.0073 0.001
H 2.1333 3.0452 -1.8177 0.004
H 2.8752 2.3711 -0.3488 0.006
H -0.2206 4.8428 -1.9672 0.008
H -2.1669 4.9427 -3.4960 -0.005
H -3.8682 3.1432 -3.4756 0.006
H -3.7171 1.3043 -1.8579 0.007
H -1.3321 0.9789 -1.0125 0.030
H -0.5997 4.5661 2.0726 0.001
H -0.2837 6.9078 2.7938 0.000
H 1.4576 8.3053 1.7249 0.000
H 2.9076 7.3491 -0.0321 0.000
H 2.6066 5.0303 -0.7615 0.000
H 2.6389 1.9012 -4.0075 0.000
H 1.7181 2.1299 -6.2827 0.000
H -0.5341 1.2613 -6.8007 0.000
H -1.8655 0.1347 -5.0528 -0.001
H -0.9329 -0.1566 -2.7829 0.000
H 2.1265 -1.5822 -3.0959 0.000
H 4.0350 -3.1474 -3.2247 0.000
H 6.0822 -2.7071 -1.9106 0.000
H 6.2535 -0.6683 -0.5262 0.000
H 4.4027 0.9343 -0.4483 0.001
O -2.1288 -2.1854 2.3827 0.009
C -2.6273 -1.1967 1.9281 0.025
N -1.8598 -0.1660 1.2674 0.011
C -2.7201 0.8293 1.0278 0.000
O -2.4690 1.9446 0.4300 0.030
C -4.0691 0.5266 1.4900 0.009
C -5.2447 1.2475 1.4275 0.009
C -6.4020 0.6147 1.8829 0.001
C -6.3663 -0.6839 2.3716 0.003
C -5.1682 -1.4029 2.4393 -0.001
C -4.0299 -0.7667 2.0023 -0.007
H -5.2655 2.2586 1.0426 0.000
H -7.3415 1.1496 1.8554 0.000
H -7.2820 -1.1540 2.7038 0.000
H -5.1423 -2.4190 2.8095 0.000
C 2.1941 -2.8602 0.6499 0.063
P 0.5279 -2.6313 1.4073 -0.134
C 0.6583 -3.6222 2.9286 0.025
C 1.4283 -4.7864 2.8573 -0.001
C 1.5410 -5.6150 3.9620 0.001
C 0.9014 -5.2911 5.1488 0.000
C 0.1409 -4.1337 5.2294 -0.001
C 0.0154 -3.3078 4.1235 0.007
C -0.4641 -3.5396 0.1851 -0.021
C -0.4854 -3.0609 -1.1249 0.003
C -1.1286 -3.7897 -2.1129 0.001
C -1.7488 -4.9906 -1.7946 -0.002
C -1.7292 -5.4614 -0.4898 0.002
C -1.0977 -4.7342 0.5095 -0.001
H 2.2593 -3.8509 0.2035 0.004
H 2.9822 -2.7429 1.3922 0.004
H 2.3342 -2.1264 -0.1457 -0.041
H 1.9274 -5.0664 1.9395 0.001
H 2.1333 -6.5174 3.8918 0.000
H 0.9837 -5.9452 6.0064 0.000
H -0.3660 -3.8773 6.1502 0.000
H -0.6188 -2.4409 4.1868 0.007
H 0.0072 -2.1247 -1.3612 0.000
H -1.1361 -3.4286 -3.1334 0.000
H -2.2496 -5.5588 -2.5669 0.000
H -2.2011 -6.4038 -0.2460 0.000
H -1.0974 -5.0956 1.5294 0.000
```

Computed properties:
E_HOMO (alpha / beta) ... -0.560 / -0.582 Ha
Spin multiplicity ... 4
Net charge ... +3
Relative energy (zero: lowest compared OMol25 entry of this formula, charge and spin) ... 1.737 eV

Entry 3:
Molecular formula: C11H7N3O2S
Method: DFT, wB97M-V/def2-TZVPD

XYZ file:
```
24
Properties=species:S:1:pos:R:3:mulliken_charge:R:1
O 1.5254 -3.3137 2.0774 -0.665
O 0.0057 -5.0750 -1.6949 -0.584
N -0.3884 4.7830 0.6124 -0.586
S 0.6783 -0.3028 1.4226 -0.271
C 0.9938 -3.1726 0.9717 0.353
C 0.3756 -4.1103 -1.1041 0.253
C -0.3908 -0.3906 -1.0471 -0.873
C 0.7124 -1.8251 0.4617 0.298
C -0.1422 0.5401 0.0047 0.352
C 0.1623 -1.7003 -0.7841 0.450
C 0.0431 4.1388 1.6055 -0.192
C -0.8716 4.2598 -0.5446 -0.432
C 0.0328 2.7213 1.5198 -0.448
C -0.9547 2.8509 -0.6575 -0.386
C -0.3634 2.0210 0.2705 0.696
N 0.8013 -4.2941 0.1891 -0.056
N 0.1649 -2.7908 -1.6117 -0.192
H -0.9424 -0.0658 -1.9782 0.266
H 0.3990 4.6403 2.5132 0.362
H -1.4118 4.7899 -1.2696 0.370
H 0.3384 2.0897 2.3527 0.350
H -1.3525 2.2788 -1.4185 0.452
H 1.0055 -5.1944 0.5486 0.210
H -0.4206 -2.8784 -2.4396 0.272
```

Computed properties:
SMILES ... O=c1[nH]c(=O)c2sc(-c3ccncc3)cc2[nH]1
E_HOMO ... -0.324 Ha
Spin multiplicity ... 1
Net charge ... 0
Relative energy (zero: lowest compared OMol25 entry of this formula, charge and spin) ... 1.477 eV

Entry 4:
Molecular formula: C4H9NO2
Method: DFT, wB97M-V/def2-TZVPD

XYZ file:
```
16
Properties=species:S:1:pos:R:3:mulliken_charge:R:1
C 0.2192 -0.9799 0.1649 -0.357
C -0.5392 0.3459 -0.1451 0.080
C -2.0140 0.1214 -0.4727 -1.319
O 0.0592 1.0641 -1.2223 -0.511
C 1.6168 -0.6541 0.7139 0.385
N 1.8413 0.7288 0.8476 -0.259
O 2.4733 -1.4931 0.9452 -0.621
H 0.3579 -1.6431 -0.7496 0.266
H -0.2852 -1.5599 0.9590 0.312
H -0.5539 1.0818 0.7881 0.260
H -2.2021 -0.0408 -1.5496 0.289
H -2.7151 0.9834 -0.2120 0.294
H -2.4682 -0.6965 0.0463 0.372
H 0.2514 0.3514 -1.8649 0.399
H 1.1731 1.4623 0.6510 0.183
H 2.7856 0.9283 1.1003 0.227
```

Computed properties:
SMILES ... C[C@H](O)CC(N)=O
E_HOMO ... -0.359 Ha
Spin multiplicity ... 1
Net charge ... 0
Relative energy (zero: lowest compared OMol25 entry of this formula, charge and spin) ... 1.206 eV